--- one ---
# C34H99N3O25

14 unconnected molecules or ions with the total composition C34H99N3O25 (ωB97M-V/def2-TZVPD, the Open Molecules 2025 dataset).

Positions of all 161 atoms, in Å:
O 4.3264 6.8518 1.1463
O 4.4138 -9.1811 0.2500
O -1.0602 2.5532 6.8285
O 1.6238 7.9698 1.7412
O -5.0386 -2.2514 -5.7193
O -6.6830 8.7271 2.7120
O -5.9166 3.5489 -3.5779
O 0.5369 5.0207 -6.5925
O 0.4056 -0.0353 0.6543
O -4.4236 -5.4429 7.0830
O 8.4738 2.1259 -5.2432
O 0.6043 -2.2150 -11.5926
O 7.8814 3.8157 6.2619
O -6.6335 5.8241 2.1650
O 1.3231 7.2531 -4.5449
O 5.3977 -3.6442 9.2758
O 1.5621 -8.6126 1.5841
O -2.6128 -3.2553 -3.1820
O 2.1567 1.2881 8.1286
O -11.3327 0.9314 -0.2971
O 9.8828 -0.2969 -5.0995
O 3.4392 -3.6972 7.1997
O 8.3353 1.8580 4.0495
O -9.0644 -0.3610 1.3866
O -5.1622 2.9799 -6.2331
N -0.0140 -5.3616 -9.7501
N -1.8389 -4.7533 4.5518
N 3.7003 1.6836 -0.2703
C -9.9557 -0.9790 0.4783
C 0.1410 -3.9732 -9.9392
C 3.2966 -4.5871 8.3011
C -5.5960 6.5488 2.8999
C 2.1005 6.9009 2.5718
C 8.1213 2.4149 6.4257
C 1.2186 2.1969 7.5916
C -3.3814 -2.4374 -4.0670
C -0.1485 1.5544 7.2139
C 2.8477 -0.2730 -1.2465
C 1.6878 0.5271 0.8828
C 7.5647 1.6234 5.2413
C 0.3669 -3.6287 -11.4529
C 9.8071 1.9891 -5.0147
C 10.1188 0.6480 -4.2088
C -3.1748 -5.5002 6.3950
C -3.2169 -4.7222 5.0417
C -6.9228 3.2767 -4.6309
C -0.5324 -1.3761 -11.4089
C -11.3882 -0.3590 0.3262
C 3.7302 7.0124 2.4114
C -4.1499 -5.3005 4.0160
C 2.1565 -8.0325 0.4254
C 2.4355 0.9440 -0.4265
C -6.2297 7.7317 3.6436
C -4.4753 -6.1653 8.2966
C 4.7274 -4.8706 8.9212
C 1.2207 -3.4169 -9.0182
C -6.3750 3.6552 -5.9719
C -4.5203 -3.1648 -4.7731
C 3.7294 -7.9428 0.4164
C 1.2942 4.9942 -5.3870
C -0.6864 0.9353 0.5712
C 2.0753 6.3332 -5.2465
H 3.4695 -0.9841 -0.7028
H 9.2045 2.3849 6.5427
H 1.3363 -4.0080 -11.7759
H -8.9653 0.5380 1.0649
H -4.8239 6.9201 2.2261
H -5.3249 -3.4626 -4.1008
H 1.7458 5.9550 2.1627
H 1.8894 7.7494 0.8455
H 7.5783 2.1963 7.3453
H 5.3785 -5.4530 8.2692
H -2.2505 -2.7149 -2.4761
H -6.2671 5.6978 1.2867
H 3.6180 2.6696 -0.0677
H 1.9322 4.1113 -5.4267
H 4.5393 -5.4338 9.8352
H -0.3495 4.7207 -6.3785
H -5.3264 5.8819 3.7188
H 1.0019 3.0690 8.2086
H -0.3100 -0.9542 -10.4288
H -0.7905 1.4657 -0.3753
H 0.6798 4.8779 -4.4943
H 0.9324 -3.5404 -7.9743
H -2.9597 -6.5213 6.0800
H -0.6069 1.6489 1.3913
H -1.9529 2.3268 7.0994
H -7.1557 3.4247 -6.6968
H 8.5376 4.1366 5.6389
H 1.8482 -8.6091 -0.4467
H -4.9295 -7.1558 8.2669
H -4.1222 -4.8397 3.0286
H 5.2109 7.2211 1.2002
H 3.0094 6.1471 -4.7164
H 2.4506 1.6353 8.9740
H 3.6342 -2.8519 7.6110
H 10.2892 1.9232 -5.9901
H -11.9839 -0.2530 1.2329
H -5.4390 4.3438 -3.8264
H -0.8000 -5.6276 -10.3260
H 1.7043 2.5945 6.7005
H -9.4802 -0.9780 -0.5026
H -9.8838 -2.0495 0.6705
H 2.8139 -5.5394 8.0815
H 4.1671 -9.4847 -0.6267
H -0.4409 0.9608 8.0800
H 1.2598 -7.9088 2.1629
H -5.3855 8.1566 4.1867
H -0.4405 -0.5676 -12.1341
H 6.5815 1.9452 4.8982
H -3.6743 -1.6770 -3.3431
H -7.7771 3.9339 -4.4684
H 1.9784 -0.7991 -1.6412
H 1.2959 -2.3365 -9.1415
H -1.5594 0.2901 0.6700
H 1.6996 1.4622 -1.0413
H -2.3119 -5.1361 6.9527
H 1.3119 8.0710 -5.0474
H -3.4601 -3.6840 5.2681
H 2.3434 6.8127 -6.1879
H 3.8979 8.0408 2.7314
H -0.8106 -3.5204 -9.6607
H -5.9400 9.1225 2.2502
H -0.0499 0.8509 6.3872
H -5.0805 -5.7721 9.1135
H -0.4354 -5.5292 -8.8476
H -12.0321 -0.9499 -0.3252
H 7.7324 1.8440 3.3026
H -1.4556 -1.9511 -11.4813
H 1.6016 -7.1059 0.2790
H -4.1149 -3.9953 -5.3510
H -11.2480 1.5105 0.4638
H -5.1924 -5.2529 4.3304
H 2.7181 -4.0086 9.0214
H -7.0537 7.4689 4.3068
H -0.4015 -4.0451 -12.1043
H 9.1394 0.1058 -5.5543
H 4.0594 -7.4122 1.3095
H 10.2115 2.8425 -4.4705
H -5.3727 2.0437 -6.2056
H 4.1170 -7.3688 -0.4253
H 2.2151 -3.8236 -9.2024
H 9.4680 0.6282 -3.3347
H -1.1582 -4.4437 5.2306
H 3.3117 0.1730 -2.1262
H 8.3349 2.5146 -6.1099
H 1.9180 6.8511 3.6453
H -1.7613 -4.0622 3.8194
H -5.4889 -2.7787 -6.3832
H 2.1188 -0.2905 1.4605
H -6.2505 4.7336 -6.0696
H 4.8402 -3.1791 9.9039
H 11.1257 0.5578 -3.8011
H -2.7144 -1.9050 -4.7451
H 4.1191 6.2620 3.0997
H 4.1919 1.6873 -1.1526
H -3.8367 -6.3345 3.8713
H 7.6898 0.5642 5.4661
H 1.6121 1.3257 1.6208
H -3.5172 -6.2542 8.8087
H -7.3481 2.2731 -4.6283

Output
- Gap between HOMO and LUMO: 9.282 eV

=====

--- two ---
# C34H99N3O25

14 unconnected molecules or ions with the total composition C34H99N3O25 (ωB97M-V/def2-TZVPD, the Open Molecules 2025 dataset).

Positions of all 161 atoms, in Å:
O 2.6881 -0.2185 4.2291
O -2.0474 -5.7994 1.3760
O -0.3233 -0.3926 1.1547
O 0.1231 -4.7476 -1.3380
O -4.0447 -2.5165 -4.2108
O -2.5107 0.8664 -5.4367
O -0.5541 -7.5960 -0.9039
O 4.6439 2.4520 -5.8891
O -4.9872 -5.0302 1.3923
O -0.6461 -4.1686 3.6088
O -2.1765 -3.1061 -1.9836
O -6.6361 -0.9988 -0.3823
O 2.9992 2.3565 3.0120
O 3.0730 -1.3265 -3.4028
O -5.0770 -0.7921 2.1546
O 1.3818 -2.6478 5.3419
O 3.3732 2.6798 -2.4390
O -2.2631 -0.4773 6.4077
O -2.6795 -3.2832 5.2690
O -1.8238 5.3707 0.6073
O -0.4411 1.9486 -3.8269
O -3.0384 2.6158 -0.2501
O 5.3820 0.6000 1.7307
O -4.3513 2.6525 -3.6748
O 3.0039 -4.1616 -1.2951
N 4.5208 2.9098 0.0826
N 1.6384 0.3998 -1.9382
N 0.1215 7.1312 -0.4006
C -6.1855 0.1856 0.2988
C 3.6974 2.3748 -4.8753
C -3.8186 -4.1547 1.4173
C 1.1869 -4.0095 5.0950
C 0.7445 -4.2882 3.7013
C -3.1070 -2.1180 4.6967
C -2.1854 -0.9785 5.0459
C -2.9042 2.9158 -1.6858
C 0.6219 1.8476 -0.3050
C -4.2657 3.0462 -2.3405
C 1.7802 1.6130 2.9268
C -0.3230 0.8967 -4.7696
C -0.7834 -6.9341 -2.0709
C 0.2402 -5.8036 -2.2114
C 0.5349 6.0606 0.5028
C -1.3777 -1.2069 1.5454
C -2.0509 -2.0044 -2.9395
C -2.9778 5.0748 1.4443
C 5.8925 2.6880 0.5340
C 1.1277 0.4098 -0.5519
C 1.7844 6.5547 1.3133
C 6.0842 3.5276 1.7717
C 6.0937 1.1352 0.6255
C 0.1149 -0.6315 -0.1889
C -4.8678 -0.0351 0.9700
C -2.5791 -4.6624 0.7028
C -1.2713 1.0380 -5.9541
C 5.3257 -0.7907 1.7455
C 2.8471 -2.6679 -3.0202
C -0.6742 5.7772 1.4232
C -3.5095 -1.5986 -3.2931
C 3.2565 -2.8209 -1.5510
C 4.3385 2.6192 -3.5367
C 1.7107 0.7941 4.2435
H 0.9453 2.3112 2.8680
H -6.1898 0.9921 -0.4344
H 2.6665 6.7223 0.6953
H -1.0996 0.3529 -6.7843
H -4.1743 -0.3955 0.2103
H -2.7653 4.2289 2.0980
H 4.2543 -2.4668 -1.2919
H -6.8937 0.5688 1.0335
H 0.7496 0.2931 4.3585
H 5.4951 -1.2234 0.7595
H 0.8958 0.7985 -2.4948
H -4.9705 2.4348 -1.7770
H 6.5215 3.0393 -0.2840
H 1.7706 0.9291 2.0781
H 0.9491 -4.5425 -0.8938
H -2.4029 3.8754 -1.8119
H -0.1015 7.9256 0.1820
H 5.6645 0.7683 -0.3068
H 0.5828 -4.5473 5.8257
H -0.6940 -7.5738 -2.9489
H 2.0358 0.2791 0.0366
H 3.7832 2.7568 -1.5744
H -3.4392 -0.6529 -3.8304
H 0.6718 0.7880 -5.2017
H -1.4211 -0.0612 6.6067
H 0.9983 -5.3176 3.4484
H -2.2008 2.8421 0.1608
H 3.9635 2.3556 0.7169
H -1.1120 -4.6493 2.9207
H 5.9624 4.5841 1.5330
H -4.6351 4.0715 -2.3181
H -2.3207 2.1586 -2.2094
H 4.9040 3.3720 -5.9754
H 2.3480 1.1150 -2.0089
H 3.2930 1.3686 -4.7651
H -2.9641 -4.9251 -0.2825
H -1.6447 -1.0659 -2.5621
H 2.7649 2.9313 -4.9687
H 1.7850 -2.8897 -3.1242
H -2.6582 1.3877 -4.6442
H -4.1565 -1.5520 -2.4171
H 4.7693 3.6189 -3.4803
H 3.7181 1.7205 2.9949
H 4.3321 -1.1672 1.9887
H -7.1792 -1.4914 0.2373
H 1.7607 7.5218 1.8155
H -0.7481 6.9042 -0.8613
H -4.1354 -1.9092 4.9914
H -5.6198 -0.2347 2.7170
H 3.5251 0.1745 4.4874
H 2.1952 -4.3968 5.2417
H 0.7135 5.2041 -0.1472
H -0.9717 6.6811 1.9547
H 0.3578 -5.4657 -3.2410
H -1.3105 -3.4828 -1.8112
H 2.4737 -0.7651 -2.9057
H -0.0621 2.0954 -1.1167
H 0.0591 1.9994 0.6161
H 3.2911 -3.3798 -3.7161
H 1.8944 1.5376 5.0191
H -1.1464 -1.1678 4.7761
H -5.0531 3.2061 -4.0249
H -1.7898 -3.9108 0.7201
H 4.2220 3.8617 0.2399
H -1.3189 2.0740 -6.2899
H -1.9999 -3.5974 4.6681
H -3.7674 4.7544 0.7646
H -0.1722 2.7664 -4.2518
H -0.4265 4.9712 2.1140
H -5.3523 -4.9034 0.5135
H -3.4841 -4.0635 2.4507
H -4.1284 -3.1749 1.0538
H -0.5649 -6.8534 -0.2957
H -3.1584 -2.2384 3.6146
H 1.1989 -3.6147 2.9746
H -1.5714 -2.2094 -3.8966
H -4.4569 0.9098 1.3258
H 1.4412 2.5656 -0.3424
H 1.1843 -6.2980 -1.9827
H -1.0972 -2.1738 1.9632
H 7.0212 3.5039 2.3280
H 2.0054 5.7631 2.0292
H -4.8628 -2.1659 -4.5703
H -3.1467 5.9768 2.0325
H 0.3373 -1.6763 -0.4054
H 2.6236 -2.2902 -0.8397
H 6.0801 -1.1841 2.4270
H 3.7745 -4.4325 -0.7908
H -2.8140 -6.3773 1.3783
H -1.7677 -0.6190 2.3763
H 7.1524 0.8908 0.7122
H -1.8070 -6.5609 -2.1053
H -0.7246 -0.4276 -0.8535
H 5.4163 3.2209 2.5767
H -0.3314 -0.0380 -4.2089
H -2.1471 -1.2454 0.7743
H 1.9603 -2.1963 4.7228
H -2.5684 -0.1467 4.4546
H 5.1665 1.9736 -3.2442

Output
- Gap between HOMO and LUMO: 9.253 eV

=====

Stability check: which of them is least stable? one.